A.
The following is a quantum chemistry calculation of a cluster of 2 separate species, C2H8N2S in total, from the Open Molecules 2025 dataset.

## Properties
2S+1: 1
Kohn-Sham gap: 9.78 eV

Last column: natural (NBO) charge in e.
Atoms and positions in Å:
C -1.456 -0.457 0.110  -0.40
C -2.444 0.397 0.332  -0.37
H -1.356 -1.267 -0.614  0.19
H -0.430 -0.457 0.448  0.19
H -3.517 0.538 -0.105  0.21
H -2.180 1.186 0.903  0.18
N 1.737 1.395 -0.211  -1.00
S 2.234 0.047 0.725  0.51
N 1.903 -1.267 -0.369  -1.00
H 2.375 1.639 -0.998  0.38
H 0.738 1.249 -0.442  0.38
H 2.671 -1.906 -0.347  0.37
H 1.063 -1.820 -0.140  0.36


B.
The following is a quantum chemistry calculation of a cluster of 2 separate species, C2H8N2S in total, from the Open Molecules 2025 dataset.

## Properties
2S+1: 1
Kohn-Sham gap: 9.82 eV

Last column: natural (NBO) charge in e.
Atoms and positions in Å:
H 4.373 0.595 -3.434  0.35
N 4.027 0.473 -2.483  -0.75
C 3.272 1.459 -2.186  0.29
N 2.248 1.346 -1.279  -0.80
H 3.586 2.493 -2.368  0.14
H 2.320 0.416 -0.881  0.39
H 2.144 2.154 -0.691  0.38
C -2.417 -2.040 1.601  -0.73
S -3.230 -0.453 1.993  -0.05
H -1.456 -2.058 2.120  0.21
H -2.195 -1.975 0.544  0.23
H -2.928 -2.931 1.956  0.22
H -3.062 0.108 0.792  0.12


Of them, A has the lowest stability.


A.
The following is a quantum chemistry calculation of a cluster of 2 separate species, C2H3FN4 in total, from the Open Molecules 2025 dataset.

## Properties
2S+1: 1
Kohn-Sham gap: 10.07 eV

Last column: natural (NBO) charge in e.
Atoms and positions in Å:
N -1.849 -0.257 -2.232  -0.64
C -0.770 -0.606 -1.792  0.62
N 0.343 -0.561 -1.391  -0.19
F 1.404 -1.341 -1.732  -0.19
H -2.705 -0.220 -1.786  0.41
N -1.240 -0.452 0.967  -0.44
C -0.239 0.189 0.964  0.44
N 0.727 1.105 1.090  -0.87
H 0.784 1.722 1.972  0.44
H 1.438 0.797 0.508  0.42


B.
The following is a quantum chemistry calculation of the molecule C2H3FN4, from the Open Molecules 2025 dataset.

## Properties
2S+1: 1
Kohn-Sham gap: 10.70 eV

Last column: natural (NBO) charge in e.
Atoms and positions in Å:
N -1.731 0.732 -0.091  -0.62
N -0.464 0.115 0.047  -0.11
N -0.498 -1.221 0.061  -0.05
N 0.646 -1.620 0.015  -0.20
C 1.620 -0.541 0.025  -0.24
C 0.837 0.543 -0.091  0.50
F 1.161 1.837 0.049  -0.28
H -2.082 0.685 0.985  0.38
H -2.206 0.202 -0.756  0.38
H 2.718 -0.731 -0.246  0.25


Of them, A has the lowest stability.


A.
The following is a quantum chemistry calculation of a structure of composition C4H7BrNS, from the Open Molecules 2025 dataset.

## Properties
2S+1: 1
Kohn-Sham gap (spin up / spin down): 6.63 / 6.63 eV
Net charge: +1

Last column: natural (NBO) charge in e.
Atoms and positions in Å:
C -0.778 -0.316 0.636  0.13
C -0.559 0.984 0.613  -0.59
C 1.185 2.741 0.164  -0.40
C -0.285 -2.498 -0.502  -0.44
N -0.341 -1.087 -0.481  -0.57
S 0.248 1.776 -0.690  0.76
Br 2.174 3.955 -0.817  0.29
H -1.355 -0.760 1.437  0.25
H -0.891 1.645 1.346  0.25
H 1.135 2.837 1.223  0.26
H 0.477 -2.825 0.225  0.21
H -1.285 -3.026 -0.471  0.22
H 0.259 -2.818 -1.429  0.23
H 0.018 -0.608 -1.256  0.38


B.
The following is a quantum chemistry calculation of the ion C4H7BrNS with charge +1, from the Open Molecules 2025 dataset.

## Properties
2S+1: 1
Kohn-Sham gap: 9.05 eV
Net charge: +1

Last column: natural (NBO) charge in e.
Atoms and positions in Å:
C 1.264 -0.285 2.295  -0.04
C 0.481 -0.348 1.370  0.05
N -0.191 -0.517 0.153  -0.42
C -0.915 0.593 -0.332  -0.45
C 0.770 -0.986 -0.840  -0.42
S 1.225 -2.721 -0.694  0.18
Br 3.278 -3.007 -0.065  0.04
H 1.795 -0.528 3.138  0.26
H -0.806 -1.384 0.274  0.48
H -1.786 0.933 0.284  0.28
H -0.180 1.514 -0.404  0.26
H -1.269 0.374 -1.426  0.25
H 0.269 -1.005 -1.826  0.26
H 1.486 -0.259 -1.145  0.28


Of them, B has the lowest stability.


A.
The following is a quantum chemistry calculation of the molecule C6H12O3, from the Open Molecules 2025 dataset.

## Properties
2S+1: 1
Kohn-Sham gap: 10.48 eV

Last column: natural (NBO) charge in e.
Atoms and positions in Å:
C 1.355 1.301 0.426  -0.61
C 0.634 0.042 -0.034  -0.08
C 1.420 -0.660 -1.132  -0.60
C 0.195 -0.920 1.092  -0.43
C -1.222 -0.994 0.479  0.07
O -2.321 -0.862 1.320  -0.70
C -0.869 0.227 -0.411  0.48
O -1.472 1.367 0.143  -0.74
O -1.135 0.141 -1.775  -0.72
H 1.522 1.973 -0.414  0.21
H 2.320 1.032 0.849  0.22
H 0.779 1.822 1.188  0.22
H 1.510 -0.014 -2.001  0.22
H 0.918 -1.573 -1.439  0.21
H 2.415 -0.909 -0.769  0.21
H 0.735 -1.860 1.156  0.21
H 0.177 -0.441 2.069  0.21
H -1.375 -1.897 -0.116  0.18
H -2.366 0.064 1.591  0.48
H -1.139 2.142 -0.325  0.49
H -2.084 0.021 -1.899  0.48


B.
The following is a quantum chemistry calculation of the molecule C6H12O3, from the Open Molecules 2025 dataset.

## Properties
2S+1: 1
Kohn-Sham gap: 11.13 eV

Last column: natural (NBO) charge in e.
Atoms and positions in Å:
C 3.717 -0.674 -0.027  -0.72
C 2.599 0.268 -0.363  0.80
O 2.648 1.118 -1.209  -0.59
O 1.510 0.034 0.396  -0.52
C 0.470 1.028 0.357  -0.08
C -0.760 0.516 -0.397  -0.43
C -1.965 0.255 0.513  -0.42
C -3.125 -0.419 -0.219  -0.06
O -3.100 -1.845 -0.125  -0.72
H 4.571 -0.453 -0.664  0.24
H 3.985 -0.583 1.027  0.24
H 3.388 -1.702 -0.195  0.24
H 0.226 1.221 1.405  0.18
H 0.858 1.947 -0.078  0.21
H -1.050 1.212 -1.187  0.21
H -0.481 -0.426 -0.881  0.22
H -1.655 -0.359 1.369  0.19
H -2.308 1.205 0.937  0.21
H -3.060 -0.171 -1.285  0.17
H -4.087 -0.067 0.165  0.17
H -2.380 -2.104 0.461  0.46


Of them, A has the lowest stability.


A.
The following is a quantum chemistry calculation of the ion C4H8NO2 with charge +1, from the Open Molecules 2025 dataset.

## Properties
2S+1: 1
Kohn-Sham gap: 7.90 eV
Net charge: +1

Last column: natural (NBO) charge in e.
Atoms and positions in Å:
C 1.453 0.651 1.089  0.40
C 0.548 -0.034 0.199  -0.10
C -0.769 0.429 0.124  0.53
C -1.644 -0.421 -0.745  -0.72
N 0.815 -1.205 -0.567  -0.82
O 2.735 0.688 0.981  -0.56
O -1.166 1.634 0.575  -0.63
H 1.052 1.359 1.840  0.24
H -1.202 -0.538 -1.758  0.26
H -2.608 0.090 -1.027  0.26
H -1.762 -1.302 -0.139  0.27
H 1.314 -1.959 -0.025  0.40
H 0.114 -1.584 -1.144  0.41
H 3.148 0.164 0.271  0.53
H -2.029 2.030 0.325  0.54


B.
The following is a quantum chemistry calculation of a structure of composition C4H8NO2, from the Open Molecules 2025 dataset.

## Properties
2S+1: 1
Kohn-Sham gap: 9.02 eV
Net charge: +1

Last column: natural (NBO) charge in e.
Atoms and positions in Å:
C -0.781 0.553 -1.164  -0.48
C -1.721 -0.641 -0.769  -0.36
C 0.334 0.178 -0.216  0.39
C 1.865 0.689 1.549  -0.25
N -0.798 -1.311 0.061  0.25
O -0.790 -2.446 0.341  -0.09
O 0.606 0.859 0.818  -0.44
H -0.414 0.486 -2.148  0.25
H -1.036 1.570 -0.826  0.27
H -2.657 -0.394 -0.232  0.30
H -2.242 -1.051 -1.656  0.29
H 1.253 -0.321 -0.704  0.20
H 2.034 1.777 1.675  0.25
H 2.609 0.040 0.983  0.20
H 1.736 0.013 2.289  0.21


C.
The following is a quantum chemistry calculation of the ion C4H8NO2 with charge +1, from the Open Molecules 2025 dataset.

## Properties
2S+1: 1
Kohn-Sham gap: 9.77 eV
Net charge: +1

Last column: natural (NBO) charge in e.
Atoms and positions in Å:
N -0.768 -0.438 -1.644  -0.72
C 0.399 0.247 -0.817  -0.09
C 1.258 -0.742 -0.101  -0.38
C -0.071 0.263 0.629  0.18
O -1.233 -0.451 0.852  -0.72
C 0.325 1.245 1.657  0.37
O -0.202 1.234 2.722  -0.47
H -0.503 -0.511 -2.725  0.48
H -1.552 0.132 -1.435  0.45
H -1.036 -1.437 -1.199  0.49
H 0.915 1.095 -1.238  0.27
H 0.757 -1.719 -0.107  0.22
H 2.200 -0.669 0.262  0.25
H -1.678 -0.123 1.635  0.53
H 1.187 1.873 1.508  0.15


D.
The following is a quantum chemistry calculation of a cluster of 2 separate species, C4H8NO2 in total, from the Open Molecules 2025 dataset.

## Properties
2S+1: 1
Kohn-Sham gap (spin up / spin down): 9.43 / 9.43 eV
Net charge: +1

Last column: natural (NBO) charge in e.
Atoms and positions in Å:
C -0.014 -1.300 0.556  -0.16
C 1.179 -1.474 -0.014  0.19
C 0.877 0.726 -0.225  0.67
C -1.676 0.320 -0.238  -0.45
N -0.366 0.148 0.519  -0.43
O 1.674 -0.310 -0.451  -0.48
O 1.435 1.808 0.427  -0.67
H -0.677 -2.100 0.656  0.26
H 1.880 -2.286 -0.023  0.26
H 0.323 1.156 -2.024  0.06
H -2.111 -0.682 -0.610  0.26
H -2.466 0.416 0.516  0.24
H -1.840 1.177 -0.863  0.27
H -0.559 0.582 1.406  0.46
H 2.342 1.819 0.369  0.52


Of them, D has the lowest stability.


A.
The following is a quantum chemistry calculation of a cluster of 2 separate species, C2H5FOS in total, from the Open Molecules 2025 dataset.

## Properties
2S+1: 1
Kohn-Sham gap: 9.16 eV

Last column: natural (NBO) charge in e.
Atoms and positions in Å:
C -1.135 0.298 0.464  -0.68
C -0.097 0.793 1.398  -0.42
O 1.580 0.373 -0.536  -0.94
F 1.331 -2.242 -2.747  -0.58
S 1.497 0.775 0.895  1.12
H -1.651 1.070 -0.122  0.24
H -0.770 -0.342 -0.369  0.25
H -1.883 -0.162 0.979  0.23
H 1.290 -1.305 -2.325  0.58
H -0.163 0.742 2.363  0.20


B.
The following is a quantum chemistry calculation of the molecule C2H5FOS, from the Open Molecules 2025 dataset.

## Properties
2S+1: 1
Kohn-Sham gap: 10.86 eV

Last column: natural (NBO) charge in e.
Atoms and positions in Å:
C 1.176 0.385 0.306  -0.62
C 0.070 -0.529 -0.329  -0.63
O -2.507 -0.995 -0.286  -0.90
F -1.655 1.409 -0.215  -0.53
S -1.587 -0.139 0.400  1.55
H 0.733 1.441 0.420  0.22
H 1.397 0.069 1.264  0.21
H 2.102 0.392 -0.222  0.22
H 0.093 -1.670 0.043  0.23
H 0.178 -0.363 -1.381  0.24


Of them, A has the lowest stability.